Formula: C4H3LaO
Source: OMol25
Level of theory: ωB97M-V with the def2-TZVPD basis set

Each line ends with the Löwdin spin population.
Geometry (Å):
C  -2.19944  0.82937  0.00195  -0.010
C  -1.02347  0.24641  0.21327  0.001
C  0.03420  -0.44762  0.07148  -0.006
C  1.18150  -1.15073  0.05603  0.004
O  2.36483  -0.69388  -0.22751  -0.005
La  3.90399  1.25580  -0.32123  1.016
H  -3.12151  0.38744  0.38680  0.000
H  -2.26774  1.78849  -0.51675  0.000
H  1.12764  -2.21527  0.33597  0.000

Computed properties:
2S+1: 2
F_max in eV/A: 4.7
<S²>: 0.752
Kohn-Sham gap (spin up / spin down) in eV: 4.5 / 4.5
E_LUMO (spin up / spin down) in Eh: -0.212 / -0.211
E in hartree: -260.6041
Net charge: +1